1.
{"formula": "C28H95N7O16", "method": "ωB97M-V/def2-TZVPD", "symbols": ["C", "C", "C", "O", "C", "N", "H", "H", "H", "H", "H", "H", "H", "H", "H", "H", "H", "C", "C", "C", "O", "C", "N", "H", "H", "H", "H", "H", "H", "H", "H", "H", "H", "H", "C", "C", "C", "O", "C", "N", "H", "H", "H", "H", "H", "H", "H", "H", "H", "H", "H", "C", "C", "C", "O", "C", "N", "H", "H", "H", "H", "H", "H", "H", "H", "H", "H", "H", "C", "C", "C", "O", "C", "N", "H", "H", "H", "H", "H", "H", "H", "H", "H", "H", "H", "C", "C", "C", "O", "C", "N", "H", "H", "H", "H", "H", "H", "H", "H", "H", "H", "H", "C", "C", "C", "O", "C", "N", "H", "H", "H", "H", "H", "H", "H", "H", "H", "H", "H", "O", "H", "H", "O", "H", "H", "O", "H", "H", "O", "H", "H", "O", "H", "H", "O", "H", "H", "O", "H", "H", "O", "H", "H", "O", "H", "H"], "xyz": [[-5.66566, -1.33347, 2.23718], [-5.86447, -2.62524, 2.92882], [-4.46641, -3.21215, 3.22494], [-3.84387, -3.61387, 1.99635], [-2.98457, -4.69282, 2.15578], [-6.59759, -2.40970, 4.19897], [-4.77998, -0.80590, 2.64648], [-6.42693, -0.59921, 2.34433], [-5.39068, -1.46425, 1.21260], [-6.23334, -3.30357, 2.19061], [-4.56930, -4.15723, 3.69487], [-3.87335, -2.46790, 3.78866], [-2.63133, -4.87477, 1.12741], [-3.53333, -5.51448, 2.68351], [-2.06563, -4.46576, 2.78052], [-6.77739, -3.35012, 4.57290], [-7.48350, -2.05823, 3.92185], [4.34068, -4.11217, 4.22898], [3.15842, -3.11334, 4.00405], [2.15377, -3.48165, 2.91641], [2.77230, -3.73021, 1.68983], [1.77376, -3.61734, 0.56593], [2.58275, -2.93864, 5.32124], [4.90201, -4.37119, 3.36387], [3.97062, -5.04152, 4.69083], [5.05175, -3.61074, 4.85077], [3.57812, -2.11349, 3.80308], [1.51787, -2.62477, 2.85472], [1.58993, -4.43094, 3.26872], [1.27138, -2.64744, 0.62899], [1.11706, -4.46965, 0.66015], [2.35770, -3.69859, -0.38495], [2.33655, -3.81170, 5.76825], [1.86206, -2.20835, 5.30413], [3.67292, 1.61189, -5.01387], [4.96396, 2.00115, -4.28992], [5.46053, 3.37333, -4.83290], [6.77755, 3.58145, -4.31372], [7.38944, 4.75312, -4.88122], [4.86292, 1.95705, -2.82373], [3.03246, 0.93619, -4.46118], [3.75687, 1.10902, -5.95815], [3.07826, 2.54381, -5.19749], [5.78949, 1.30816, -4.59271], [4.78184, 4.20711, -4.55835], [5.53613, 3.29753, -5.93017], [8.40995, 4.89828, -4.48219], [6.78316, 5.68113, -4.66916], [7.50101, 4.73752, -6.00544], [5.68628, 2.34295, -2.38553], [4.13493, 2.56026, -2.53063], [-4.68769, 2.86058, -2.88868], [-3.27899, 3.45598, -2.64531], [-3.32793, 4.30551, -1.38725], [-1.96222, 4.65453, -1.12162], [-1.76619, 5.12431, 0.23411], [-2.32578, 2.30850, -2.58737], [-4.78802, 2.61579, -3.96497], [-5.41002, 3.66022, -2.64514], [-4.84675, 1.89229, -2.42846], [-2.97455, 4.09844, -3.46492], [-3.71800, 3.66148, -0.52271], [-3.94007, 5.20725, -1.54401], [-2.29123, 6.07678, 0.30634], [-0.67098, 5.30847, 0.43557], [-2.19772, 4.37035, 0.99620], [-2.40331, 1.93714, -1.67100], [-1.35718, 2.69827, -2.56221], [-2.09240, 0.13694, 3.99484], [-1.31069, 1.43054, 4.05062], [0.12923, 1.07644, 4.46790], [0.87535, 2.24656, 4.65888], [2.22874, 2.05702, 4.89146], [-1.44822, 2.17404, 2.81219], [-3.15801, 0.38071, 3.82380], [-2.09851, -0.46288, 4.89223], [-1.75914, -0.45816, 3.16936], [-1.66853, 1.98772, 4.91992], [0.63439, 0.46397, 3.64751], [0.09206, 0.52754, 5.41757], [2.70816, 1.52272, 4.05150], [2.49493, 1.48825, 5.78336], [2.67045, 3.01291, 5.11205], [-0.62084, 2.82244, 2.78301], [-1.42533, 1.43298, 2.12719], [-5.27389, -2.94746, -2.44101], [-4.46748, -4.19102, -2.38925], [-2.95508, -4.00091, -2.33551], [-2.37463, -5.32686, -2.46837], [-1.02681, -5.46844, -1.99915], [-4.96890, -5.03853, -1.31874], [-5.19601, -2.35804, -1.48893], [-6.31932, -3.01821, -2.73493], [-4.81984, -2.26012, -3.12061], [-4.60935, -4.75449, -3.33257], [-2.58050, -3.59675, -1.36747], [-2.56825, -3.31458, -3.10903], [-0.97685, -5.47573, -0.91851], [-0.31535, -4.66763, -2.30892], [-0.64019, -6.41298, -2.37755], [-5.08270, -4.54077, -0.44142], [-4.31005, -5.81594, -1.13773], [0.52987, 2.48301, -0.53285], [0.80514, 1.28147, 0.39096], [-0.14261, 0.06339, 0.06405], [-1.48989, 0.48623, 0.14516], [-2.24025, -0.52693, -0.55658], [2.17677, 0.85855, 0.30486], [-0.40864, 2.92400, -0.50691], [0.76042, 2.10100, -1.56439], [1.25374, 3.23294, -0.22007], [0.61408, 1.63175, 1.37557], [0.07083, -0.71873, 0.81152], [0.07907, -0.20940, -0.93784], [-3.22950, -0.16016, -0.76263], [-2.31837, -1.33113, 0.12629], [-1.82678, -0.75366, -1.49480], [2.40818, 0.10974, 0.95519], [2.43113, 0.54671, -0.63820], [0.69908, 5.80066, -1.96072], [0.17571, 5.08716, -1.57006], [0.08639, 6.44629, -2.19721], [2.86587, -1.88659, -3.97637], [3.55194, -1.47521, -3.47536], [3.38386, -2.48738, -4.50526], [0.67405, -2.25921, -2.27164], [1.51834, -2.15209, -2.77842], [0.11519, -1.97682, -2.95673], [-1.43613, -0.22123, -3.87896], [-1.75806, 0.56667, -3.47539], [-1.78636, -0.34431, -4.77667], [3.09658, 5.28294, 0.09897], [2.58932, 5.56166, -0.70541], [2.49204, 5.44421, 0.83733], [3.79117, 2.86803, 1.45151], [3.40149, 2.11733, 0.94055], [3.93538, 3.55499, 0.77781], [4.71222, -0.83641, -2.27470], [4.57467, 0.15942, -2.36577], [4.66502, -1.08729, -1.30817], [4.40494, -1.65928, 0.72058], [3.93741, -2.41256, 1.15971], [4.99366, -1.19535, 1.30582], [1.64866, 4.39695, 2.46108], [1.14871, 3.98323, 3.16943], [2.45887, 3.88876, 2.42804]], "mulliken_charge": [-0.4858, 0.5699, -0.8728, 0.0199, -0.6207, -0.7317, -0.1748, 0.4763, -0.1286, 0.2558, 0.4991, 0.1738, -0.1021, 0.4051, 0.2743, 0.2733, 0.2802, -1.4854, 0.5867, -0.1360, -0.5857, -0.0364, -0.6294, 0.3455, 0.3511, 0.4295, 0.1380, -0.0319, 0.1603, -0.2553, 0.4859, 0.2582, 0.2622, 0.1685, -1.3782, 0.5266, -0.8611, -0.2927, -0.7086, -0.6171, 0.3257, 0.3432, 0.3376, 0.2205, 0.3711, 0.4065, 0.2566, 0.2834, 0.2739, 0.2594, 0.0798, -1.3170, 0.1130, -0.8589, -0.2209, -0.7289, -0.5050, 0.3325, 0.3837, 0.2675, 0.5108, 0.3142, 0.4274, 0.3959, 0.1851, 0.2522, -0.2336, 0.2502, -1.9811, 0.5587, -0.3238, -0.4241, -0.8238, -0.3498, 0.3188, 0.6177, 0.4075, 0.2854, -0.1993, 0.6900, 0.2917, 0.3606, 0.2665, 0.3135, -0.1265, -1.1437, 0.4781, -0.0020, -0.4376, -0.4730, -0.7175, 0.0036, 0.3297, 0.4069, 0.1787, -0.1035, 0.3350, 0.1529, 0.1638, 0.3534, 0.1935, 0.3244, -1.1090, 1.9752, -0.4112, -0.2547, -1.3024, -0.2895, -0.0051, 0.3800, 0.1635, -0.8875, -0.0533, 0.5977, 0.5625, 0.6043, 0.1660, 0.0916, 0.0437, -0.6921, 0.3849, 0.3075, -0.5902, 0.4186, 0.2864, -0.4487, 0.3688, 0.0770, -0.4987, 0.4884, 0.2871, -0.6222, 0.2865, 0.3121, -0.7313, 0.3841, 0.2577, -0.7667, 0.3912, 0.3847, -0.5864, 0.3412, 0.2654, -0.6184, 0.1828, 0.4013], "lumo_ev": 0.493, "charge": 0, "multiplicity": 1, "total_energy_ev": -73764.6277}

2.
{"formula": "C5H6O", "method": "ωB97M-V/def2-TZVPD", "symbols": ["C", "C", "C", "C", "O", "C", "H", "H", "H", "H", "H", "H"], "xyz": [[-3.03342, -0.83963, 0.01669], [-2.20504, 0.05708, -0.16921], [-1.11351, 0.93683, -0.09230], [0.22051, 0.68216, -0.09852], [0.72771, -0.52272, -0.26941], [2.15444, -0.50497, 0.04437], [-3.70800, -1.65658, 0.12209], [-1.33133, 1.97527, 0.10259], [0.90070, 1.49187, 0.16402], [2.29747, -0.49054, 1.22977], [2.65333, 0.43853, -0.52946], [2.43713, -1.56731, -0.52063]], "mulliken_charge": [-0.0886, -0.2015, -0.6951, 0.1227, -0.3192, -0.5885, 0.4004, 0.2769, 0.3129, 0.2631, 0.2960, 0.2209], "lumo_ev": 0.889, "charge": 0, "multiplicity": 1, "total_energy_ev": -7325.6672, "smiles": "C#C/C=C\\OC"}

3.
{"formula": "C5H6N4", "method": "ωB97M-V/def2-TZVPD", "symbols": ["C", "C", "C", "C", "C", "N", "N", "N", "N", "H", "H", "H", "H", "H", "H"], "xyz": [[2.18415, -0.50048, -0.09190], [-1.47807, -1.35140, -0.14491], [-0.86977, -0.92706, 1.01005], [-1.16818, -0.59065, -1.34322], [0.17031, 0.84078, -0.24712], [2.85192, -0.75850, 0.80347], [-0.52280, 0.54102, -1.30997], [-0.14076, 0.28252, 0.98606], [0.91101, 1.99327, -0.23616], [-2.15934, -2.15316, -0.07093], [-1.28373, -1.47007, 1.85585], [-1.77738, -0.73476, -2.28027], [0.45255, 0.49049, 1.78958], [1.63149, 2.06744, 0.48527], [1.19861, 2.27056, -1.20582]], "mulliken_charge": [-0.1366, -0.3105, -0.1814, -0.1372, 0.1741, -0.5474, -0.4664, 0.0133, -0.4483, 0.4091, 0.2971, 0.3401, 0.3835, 0.3252, 0.2853], "lumo_ev": -0.986, "charge": 0, "multiplicity": 1, "total_energy_ev": -11239.9445}

4.
{"formula": "C4H10N", "method": "ωB97M-V/def2-TZVPD", "symbols": ["C", "C", "C", "C", "N", "H", "H", "H", "H", "H", "H", "H", "H", "H", "H"], "xyz": [[1.45042, 2.01485, 0.25887], [0.83285, 0.98091, -0.66430], [-0.11808, 0.08667, 0.12179], [-0.60575, -1.03916, -0.35206], [-1.43678, -1.94468, 0.50682], [2.25943, 1.65177, 0.85101], [0.74294, 2.43668, 0.97421], [1.86375, 2.89531, -0.22749], [1.57543, 0.30309, -1.07176], [0.21222, 1.49758, -1.39593], [-0.33415, 0.32940, 1.12601], [-0.55507, -1.44922, -1.35213], [-1.99824, -1.38529, 1.15386], [-2.10430, -2.45965, -0.06596], [-0.91676, -2.62764, 1.06110]], "mulliken_charge": [-1.3200, -0.1574, -0.3945, -0.2579, -0.3234, 0.3540, 0.3422, 0.3516, 0.3393, 0.2863, 0.3156, 0.3547, 0.3808, 0.3771, 0.3517], "lumo_ev": -3.794, "charge": 1, "multiplicity": 1, "total_energy_ev": -5792.6595, "smiles": "CC/C=C/[NH3+]"}

5.
{"formula": "C28H42CaNO24", "method": "ωB97M-V/def2-TZVPD", "symbols": ["Ca", "N", "O", "O", "O", "C", "C", "C", "O", "C", "O", "O", "H", "H", "H", "H", "H", "H", "C", "C", "C", "O", "C", "O", "O", "H", "H", "H", "H", "H", "H", "C", "C", "C", "O", "C", "O", "O", "H", "H", "H", "H", "H", "H", "C", "C", "C", "O", "C", "O", "O", "H", "H", "H", "H", "H", "H", "C", "C", "C", "O", "C", "O", "O", "H", "H", "H", "H", "H", "H", "C", "C", "C", "O", "C", "O", "O", "H", "H", "H", "H", "H", "H", "C", "C", "C", "O", "C", "O", "O", "H", "H", "H", "H", "H", "H"], "xyz": [[25.29448, 13.01145, -16.18389], [20.57962, 12.40581, -17.38966], [21.15188, 11.97518, -16.42587], [21.27000, 13.23589, -17.98474], [19.48509, 12.07462, -17.72117], [16.55990, 14.65370, -25.86846], [17.15624, 13.23962, -25.80176], [17.27777, 12.57312, -24.43535], [16.93665, 11.25584, -24.73708], [16.26908, 11.18697, -25.89628], [15.76906, 10.17807, -26.35284], [16.35023, 12.33443, -26.52113], [15.54454, 14.74343, -25.48234], [16.42142, 14.99185, -26.89538], [17.20972, 15.40906, -25.42655], [18.04643, 13.21135, -26.43015], [16.71955, 13.00510, -23.60475], [18.31217, 12.72314, -24.12616], [24.52599, 5.90546, -24.35211], [24.59304, 7.47398, -24.25635], [23.18567, 8.12189, -24.13208], [23.25459, 8.92515, -23.00917], [24.37836, 8.64812, -22.30081], [24.62720, 8.99607, -21.15809], [25.20055, 7.85693, -23.02710], [23.88132, 5.64834, -25.19256], [24.13931, 5.43864, -23.44620], [25.53253, 5.51463, -24.50120], [25.13550, 7.96492, -25.06433], [22.38346, 7.40488, -23.95753], [23.06195, 8.81262, -24.96615], [18.57641, 5.87319, -18.37054], [19.89901, 5.88847, -17.59913], [19.94755, 4.90265, -16.53862], [21.28035, 4.46733, -16.59802], [21.67558, 4.62751, -17.83798], [22.70696, 4.24112, -18.31759], [20.81067, 5.36820, -18.47370], [18.59489, 6.53179, -19.23888], [17.79041, 6.20038, -17.68991], [18.26356, 4.89144, -18.72605], [20.23430, 6.88254, -17.30333], [19.31233, 4.04596, -16.76374], [19.70262, 5.41083, -15.60595], [27.09589, 16.21282, -25.41084], [25.83348, 15.39518, -25.05834], [24.69092, 16.21025, -24.40672], [23.76436, 16.30845, -25.47371], [24.17814, 15.58900, -26.56247], [23.54134, 15.42707, -27.66366], [25.33366, 14.94144, -26.26655], [26.89032, 16.89411, -26.23649], [27.91502, 15.56029, -25.71303], [27.42789, 16.82210, -24.57021], [26.08393, 14.53721, -24.43444], [25.02135, 17.16180, -23.99022], [24.21711, 15.62355, -23.61970], [13.97237, 19.72912, -18.72371], [15.27514, 18.84404, -18.55075], [15.49069, 17.62042, -19.41829], [16.63812, 17.85699, -20.15186], [17.09811, 19.07386, -19.98848], [17.82955, 19.64103, -20.75765], [16.37512, 19.61730, -18.95114], [13.89556, 20.11697, -19.73948], [14.09174, 20.53228, -17.99653], [13.05747, 19.18475, -18.48978], [15.50587, 18.52456, -17.53449], [14.65420, 17.52061, -20.10997], [15.69423, 16.79585, -18.73510], [15.74930, 10.62675, -12.83568], [16.42711, 11.68697, -11.90996], [16.38592, 13.12349, -12.46761], [15.84892, 13.78406, -11.38300], [15.36807, 12.94731, -10.45183], [14.63895, 13.28282, -9.47160], [15.68379, 11.69243, -10.74922], [14.76575, 10.87157, -13.23666], [15.62313, 9.70896, -12.26135], [16.48599, 10.36960, -13.59677], [17.46032, 11.35998, -11.79302], [15.83663, 13.13213, -13.40905], [17.39866, 13.43005, -12.72932], [22.48017, 23.27178, -15.56718], [22.52898, 22.16175, -14.51840], [21.22448, 21.40272, -14.45143], [21.59697, 20.09005, -14.89224], [22.86850, 19.99805, -15.04252], [23.47032, 18.94549, -15.21775], [23.41276, 21.21361, -15.02400], [23.31309, 23.97112, -15.49457], [21.50898, 23.76495, -15.52631], [22.44142, 22.94208, -16.60540], [22.86249, 22.62651, -13.59056], [20.65923, 21.81449, -15.28751], [20.75764, 21.41400, -13.46652]], "mulliken_charge": [1.8078, 1.1158, -0.6594, -0.6617, -0.6042, -1.4135, 0.4332, -0.3244, -0.3078, 0.6642, -0.5721, -0.3419, 0.3437, 0.3686, 0.3721, 0.2269, 0.2765, 0.2751, -1.2937, 0.3371, -0.4120, -0.3058, 0.6872, -0.6074, -0.3465, 0.3713, 0.3283, 0.3516, 0.3067, 0.2903, 0.2934, -1.4142, 0.3672, -0.4870, -0.3266, 0.6989, -0.5791, -0.3117, 0.3467, 0.4036, 0.3518, 0.3176, 0.3069, 0.3264, -1.2756, 0.3530, -0.3402, -0.3101, 0.6335, -0.5718, -0.3298, 0.3310, 0.3454, 0.3606, 0.2711, 0.2735, 0.2594, -1.2683, 0.2812, -0.3519, -0.3196, 0.6740, -0.5334, -0.3790, 0.3262, 0.3402, 0.3662, 0.2913, 0.2654, 0.3076, -1.4016, 0.4254, -0.3430, -0.3112, 0.6365, -0.5844, -0.3188, 0.3587, 0.3523, 0.3872, 0.2366, 0.2685, 0.2942, -1.5084, 0.4813, -0.4065, -0.3200, 0.7257, -0.6429, -0.3328, 0.3439, 0.4104, 0.3859, 0.2627, 0.3133, 0.2877], "lumo_ev": -8.365, "charge": 1, "multiplicity": 1, "total_energy_ev": -98768.9751}

Q: Which energy relative to the best compared isomer or geometry (same formula, charge and spin) values were calculated for the entries above? A: 11.04; 83.42; 39.73; 27.64; 386.63, in kcal/mol.